No. 1
The following is a quantum chemistry calculation of 2 unconnected molecules or ions with the total composition C3HNO2 at a distorted geometry, from the OMol25 dataset.

Geometry as XYZ:
```
7
Properties=species:S:1:pos:R:3
C 0.941 -1.312 -0.181
C 1.766 -0.285 -0.362
C -2.106 1.072 0.169
N 2.611 0.453 -0.705
O -2.713 0.984 1.191
O -1.502 1.102 -0.821
H 1.003 -2.014 0.707
```

Computed properties:
- Total energy: -8708.3149 eV
- Strongest force on any atom: 3.04 eV Å⁻¹
- Lowest unoccupied orbital energy (alpha / beta): -2.299 / -2.317 eV
- HOMO-LUMO gap (alpha / beta): 7.872 / 7.839 eV

Atomic partial charges in e from the Mulliken method, atoms 1 to 2: C -0.607; C 0.650

---

No. 2
The following is a quantum chemistry calculation of 2 unconnected molecules or ions with the total composition C3HNO3S at a distorted geometry, from the OMol25 dataset.

Geometry as XYZ:
```
9
Properties=species:S:1:pos:R:3
C -1.302 0.008 0.409
C -4.301 0.464 -0.812
C 0.600 1.647 -0.012
N 0.013 0.400 0.082
O -1.414 -1.227 0.602
O -4.974 0.353 0.145
O 1.817 1.690 -0.259
S -0.377 3.013 0.230
H 0.719 -0.353 -0.009
```

Computed properties:
- Total charge: -2
- Total energy: -21592.7913 eV
- Strongest force on any atom: 4.49 eV Å⁻¹
- Lowest unoccupied orbital energy: 6.098 eV
- HOMO-LUMO gap: 4.353 eV

Atomic partial charges in e from the Mulliken method, atoms 1 to 2: C -1.060; C 0.163

---

No. 3
The following is a quantum chemistry calculation of 2 unconnected molecules or ions with the total composition C3HNO4S at a distorted geometry, from the OMol25 dataset.

Geometry as XYZ:
```
10
Properties=species:S:1:pos:R:3
C 1.838 0.362 -0.026
C 2.531 -0.202 0.773
C -3.100 2.992 -1.559
N -2.234 2.610 -0.904
O -1.174 0.841 -2.582
O 3.222 -0.803 1.636
O -4.021 3.559 -2.102
O -1.766 -0.129 -0.354
S -1.012 0.885 -1.119
H 0.876 0.280 -0.482
```

Computed properties:
- Total charge: -2
- Total energy: -23640.2823 eV
- Strongest force on any atom: 6.10 eV Å⁻¹
- Lowest unoccupied orbital energy: 5.990 eV
- HOMO-LUMO gap: 6.082 eV

Atomic partial charges in e from the Mulliken method, atoms 1 to 2: C -0.647; C 0.712

---

No. 4
The following is a quantum chemistry calculation of 2 unconnected molecules or ions with the total composition C3HNOS3 at a distorted geometry, from the OMol25 dataset.

Geometry as XYZ:
```
9
Properties=species:S:1:pos:R:3
C 0.971 -0.240 -0.139
C 2.191 0.488 0.290
C -2.955 -0.157 0.102
N -2.387 0.558 0.826
O 2.958 0.082 1.153
S 1.039 -1.583 -1.020
S 2.398 1.788 -0.789
S -4.133 -0.939 -0.694
H -0.081 0.003 0.273
```

Computed properties:
- Total charge: -2
- Total energy: -39170.7092 eV
- Strongest force on any atom: 2.54 eV Å⁻¹
- Lowest unoccupied orbital energy: 5.420 eV
- HOMO-LUMO gap: 6.562 eV

Atomic partial charges in e from the Mulliken method, atoms 1 to 2: C -0.027; C 0.387

---

No. 5
The following is a quantum chemistry calculation of a molecular structure, C3HNaO2 at a distorted geometry, from the OMol25 dataset.

Geometry as XYZ:
```
7
Properties=species:S:1:pos:R:3
C -4.516 -0.106 0.996
H -4.630 -1.179 0.901
C -4.022 0.992 1.125
O -2.012 1.942 1.149
C -1.021 1.267 1.171
Na 1.055 -1.654 0.545
O -0.570 0.185 1.226
```

Computed properties:
- Multiplicity: 2
- Total charge: +1
- Total energy: -11626.7450 eV
- Strongest force on any atom: 6.31 eV Å⁻¹
- Lowest unoccupied orbital energy (alpha / beta): -5.232 / -5.723 eV
- Expectation value of S²: 0.7758
- HOMO-LUMO gap (alpha / beta): 8.487 / 7.592 eV

Atomic partial charges in e from the Mulliken method, atoms 1 to 2: C -0.124; H 0.325

---

No. 6
The following is a quantum chemistry calculation of a molecular structure, C3HNiO2 at a distorted geometry, from the OMol25 dataset.

Geometry as XYZ:
```
7
Properties=species:S:1:pos:R:3
O -0.013 0.015 -1.490
O -1.178 -0.962 0.072
C -0.173 -0.270 -0.270
Ni -1.513 -1.142 -1.800
C 0.583 0.800 1.908
C 0.720 0.287 0.754
H 1.574 1.271 0.825
```

Computed properties:
- Multiplicity: 3
- Total charge: +1
- Total energy: -48251.2684 eV
- Strongest force on any atom: 3.11 eV Å⁻¹
- Lowest unoccupied orbital energy (alpha / beta): -7.262 / -8.452 eV
- Expectation value of S²: 2.0038
- HOMO-LUMO gap (alpha / beta): 8.003 / 6.808 eV

Atomic partial charges in e from the Mulliken method, atoms 1 to 2: O -0.627; O -0.622

---

No. 7
The following is a quantum chemistry calculation of a molecular structure, C3HO2Sr at a distorted geometry, from the OMol25 dataset.

Geometry as XYZ:
```
7
Properties=species:S:1:pos:R:3
C -2.944 1.155 -0.227
H -3.470 2.088 -0.316
C -2.216 0.201 -0.074
O -1.561 -1.316 -0.288
C -0.776 -0.722 0.578
Sr 2.580 -0.649 0.367
O 0.270 -0.158 0.120
```

Computed properties:
- Total charge: +1
- Total energy: -8044.3907 eV
- Strongest force on any atom: 3.17 eV Å⁻¹
- Lowest unoccupied orbital energy: -6.225 eV
- HOMO-LUMO gap: 4.465 eV

Atomic partial charges in e from the Mulliken method, atoms 1 to 2: C 0.025; H 0.411

---

No. 8
The following is a quantum chemistry calculation of a molecular structure, C3INS at a distorted geometry, from the OMol25 dataset.

Geometry as XYZ:
```
6
Properties=species:S:1:pos:R:3
C -0.291 -0.924 -0.223
C -1.408 -1.215 0.382
C 0.526 0.169 -0.265
N -0.011 1.066 0.486
S -1.461 0.356 1.116
I 2.646 0.548 -1.497
```

Computed properties:
- Total energy: -23530.8392 eV
- Strongest force on any atom: 3.50 eV Å⁻¹
- Lowest unoccupied orbital energy: -2.093 eV
- HOMO-LUMO gap: 8.056 eV

Atomic partial charges in e from the Mulliken method, atoms 1 to 2: C 0.523; C -0.159

---

No. 9
The following is a quantum chemistry calculation of a molecular structure, C3IO2 at a distorted geometry, from the OMol25 dataset.

Geometry as XYZ:
```
6
Properties=species:S:1:pos:R:3
C 0.526 -0.105 -0.012
C -0.886 -0.417 -0.230
C 0.168 0.683 1.113
O 1.638 -0.077 -0.569
O -0.231 1.459 1.851
I -1.215 -1.544 -2.152
```

Computed properties:
- Total charge: -1
- Total energy: -15304.3451 eV
- Strongest force on any atom: 2.74 eV Å⁻¹
- Lowest unoccupied orbital energy: 3.243 eV
- HOMO-LUMO gap: 6.726 eV

Atomic partial charges in e from the Mulliken method, atoms 1 to 2: C 0.492; C -0.660

---

No. 10
The following is a quantum chemistry calculation of a molecular structure, C3LiO6Sc at a distorted geometry, from the OMol25 dataset.

Geometry as XYZ:
```
11
Properties=species:S:1:pos:R:3
C 1.366 -1.246 -0.080
O 1.777 -2.404 -0.066
C 2.301 -0.002 0.097
O 1.666 1.110 0.046
O 3.498 -0.164 0.237
Li -0.118 -2.977 -0.504
Sc -0.308 1.014 -0.237
O 0.115 -0.982 -0.275
O -4.565 1.981 0.445
O -2.291 1.752 0.093
C -3.439 1.916 0.243
```

Computed properties:
- Total charge: +2
- Total energy: -36287.0801 eV
- Strongest force on any atom: 5.95 eV Å⁻¹
- Lowest unoccupied orbital energy: -10.954 eV
- HOMO-LUMO gap: 7.068 eV

Atomic partial charges in e from the Mulliken method, atoms 1 to 2: C 1.083; O -0.662

---

No. 11
The following is a quantum chemistry calculation of a single C3N2O molecule at a distorted geometry, from the OMol25 dataset.

Geometry as XYZ:
```
6
Properties=species:S:1:pos:R:3
N 0.752 -1.620 1.243
C 0.773 -0.972 0.283
C -0.116 -0.170 -0.557
O -0.780 -0.648 -1.429
C -0.270 1.185 -0.016
N -0.358 2.225 0.475
```

Computed properties:
- Total energy: -8136.0661 eV
- Strongest force on any atom: 1.69 eV Å⁻¹
- Lowest unoccupied orbital energy: -1.874 eV
- HOMO-LUMO gap: 10.821 eV

Atomic partial charges in e from the Mulliken method, atoms 1 to 2: N -0.262; C 0.166

---

No. 12
The following is a quantum chemistry calculation of a single C3N2O4 molecule at a distorted geometry, from the OMol25 dataset.

Geometry as XYZ:
```
9
Properties=species:S:1:pos:R:3
C 1.044 -0.616 1.974
C -0.360 1.761 -1.167
C -0.781 -1.416 -0.956
N 0.205 -0.447 1.138
N -0.440 0.565 -1.072
O 1.869 -0.565 2.786
O -0.170 2.888 -1.035
O -0.386 -1.615 0.150
O -0.916 -0.483 -1.777
```

Computed properties:
- Total energy: -14273.0744 eV
- Strongest force on any atom: 5.03 eV Å⁻¹
- Lowest unoccupied orbital energy: -0.997 eV
- HOMO-LUMO gap: 8.579 eV

Atomic partial charges in e from the Mulliken method, atoms 1 to 2: C 0.533; C 0.529